{
  "formula": "C8H10IN3",
  "method": "ωB97M-V/def2-TZVPD",
  "symbols": ["C", "C", "C", "C", "C", "C", "C", "C", "N", "N", "N", "I", "H", "H", "H", "H", "H", "H", "H", "H", "H", "H"],
  "positions_angstrom": [[-1.5827, 1.0940, -1.2249], [-0.0177, -0.8091, -1.1542], [-1.2093, -0.0611, -1.6893], [0.6590, 1.6374, -0.3964], [-0.8243, 1.8743, -0.2601], [1.0188, 0.2121, -0.5036], [1.1556, -0.4179, 0.8135], [0.0000, -2.1228, 2.2462], [-0.4456, -1.6805, 0.0168], [1.5008, 2.5741, -0.3550], [0.2699, -1.4064, 1.0577], [-2.3605, -1.2765, -3.0297], [-2.5015, 1.4222, -1.6742], [0.3802, -1.3614, -1.9406], [-1.0115, 2.9582, -0.3904], [-1.2064, 1.6880, 0.7646], [2.0520, 0.1581, -1.0279], [1.8121, -0.0592, 1.6928], [-0.9029, -1.7523, 2.8975], [-0.2453, -3.1368, 1.9737], [0.9162, -1.8864, 2.7320], [2.5431, 2.3519, -0.5485]],
  "forces_ev_per_a": [[-1.4, -0.1, -1.4], [-0.7, 1.7, 2.9], [0.5, -2.3, -0.1], [0.0, 0.1, 0.3], [0.2, 2.2, 1.3], [2.1, -2.2, -1.7], [1.3, -0.3, 4.9], [-1.4, 0.8, 1.8], [-1.4, -1.2, -1.5], [1.5, 0.8, -0.5], [0.1, 3.4, -4.6], [0.3, 0.7, 0.4], [-0.4, 0.8, 0.3], [1.1, -1.3, -1.0], [0.1, -0.5, -0.1], [0.4, -0.2, -0.3], [-1.6, 0.1, 0.5], [-1.2, -0.6, -1.7], [1.7, -0.1, -1.6], [0.5, -0.4, 0.1], [0.6, -1.0, 1.5], [-2.3, -0.2, 0.5]],
  "e_lumo_ev": [0.479, 0.479],
  "largest_force_ev_per_a": 5.671,
  "homo_energy_ev": [-7.376, -7.378],
  "homo_lumo_gap_ev": [7.86, 7.86],
  "spin_multiplicity": 1
}